1.
DFT (the ωB97M-V functional and the def2-TZVPD basis) results for a molecular structure, C42H41NO4P2PdSSe at a distorted geometry.

Geometry as XYZ:
```
93
Properties=species:S:1:pos:R:3:mulliken_charge:R:1
Pd -0.654 -2.036 0.697 0.2283
Se -2.305 -3.578 -0.206 -0.1772
S 0.237 2.345 5.108 1.3484
P 1.676 -0.510 -0.026 1.0207
P -1.437 0.584 -3.158 -0.6341
O -2.527 -0.923 1.472 -0.8544
O -0.576 -0.282 2.270 -0.4704
O 1.644 2.071 5.128 -0.7128
O -0.408 2.864 6.279 -0.7262
N -0.512 0.940 4.695 -0.3105
C -3.163 -3.916 1.463 0.1998
C -1.210 5.402 2.913 -0.6340
C -0.425 2.078 -3.447 0.7956
C 0.291 -0.504 -5.200 -0.0320
C 0.520 3.260 2.538 -0.6067
C -1.769 -1.640 -4.711 -0.3766
C -5.179 -4.121 2.754 -0.5326
C 4.388 -1.388 -0.070 -0.4386
C -0.548 -0.252 -1.744 -0.2255
C -1.485 -2.590 -5.680 -0.6691
C 5.288 0.942 -1.275 -0.5898
C -0.332 2.625 -4.727 -0.6745
C 1.677 -4.650 -0.536 -1.0000
C -0.586 5.228 1.678 0.9652
C -2.463 -0.229 3.768 -0.9391
C 3.942 0.783 -0.986 -0.6911
C 1.361 -2.826 1.542 0.5244
C 0.891 4.504 -3.856 -0.8481
C -4.552 -3.976 1.527 -0.5476
C -2.408 -4.059 2.631 0.0242
C 1.699 -3.300 -0.812 -0.2507
C 0.765 3.989 -2.575 -0.6098
C -1.818 -0.475 2.409 1.3018
C 0.095 2.793 -2.367 -0.3742
C 1.518 -5.107 0.773 -0.5936
C -0.892 -0.581 -4.471 0.3060
C -0.102 3.460 3.759 -0.0666
C -4.430 -4.216 3.917 -0.5030
C -0.316 -2.490 -6.421 -0.4561
C 0.982 -0.275 -1.752 -1.1523
C 0.332 3.826 -4.930 -0.5036
C -0.833 6.214 0.569 -1.3810
C -1.957 1.026 4.474 -0.4335
C 0.273 4.147 1.503 -0.5171
C -0.969 4.523 3.955 -0.3164
C 5.736 -1.224 -0.352 -0.6529
C -3.042 -4.203 3.851 -0.5882
C 6.187 -0.074 -0.982 -0.5315
C 0.576 -1.459 -6.167 -0.7338
C 3.469 -0.402 -0.421 0.8850
C 1.525 -2.353 0.215 -0.4442
C 1.384 -4.202 1.806 -0.9659
H 1.194 2.422 2.411 0.4495
H 1.362 -1.023 -2.448 0.2583
H 3.247 1.590 -1.191 0.3452
H -1.431 4.645 4.926 0.5082
H -0.930 0.210 -0.827 0.4991
H -0.935 -1.273 -1.804 0.1587
H 0.405 4.238 -5.928 0.3889
H -1.328 -4.070 2.580 0.3291
H -2.232 1.911 3.884 0.3436
H 1.497 -1.390 -6.733 0.3990
H 4.057 -2.290 0.430 0.3154
H 6.440 -2.001 -0.082 0.4022
H -0.790 2.111 -5.563 0.4898
H 1.411 5.440 -4.018 0.4005
H -2.681 -1.709 -4.127 0.4324
H -3.543 -0.190 3.642 0.3777
H -2.429 1.120 5.452 0.3875
H 1.361 0.690 -2.089 0.6439
H 1.185 4.526 -1.733 0.4906
H 1.801 -5.361 -1.343 0.4355
H -0.656 7.231 0.920 0.4023
H 1.371 -2.112 2.360 0.5865
H 0.992 0.301 -5.019 0.4490
H -2.454 -4.304 4.755 0.4273
H 1.906 -2.974 -1.824 0.4023
H 1.515 -6.170 0.979 0.3898
H -0.039 2.422 -1.356 0.5181
H -6.259 -4.162 2.805 0.3924
H -0.106 -3.208 -7.203 0.3856
H 7.234 0.041 -1.229 0.3676
H -4.922 -4.297 4.877 0.3888
H -1.868 6.158 0.228 0.3276
H -2.184 -3.396 -5.867 0.4284
H -1.880 6.241 3.056 0.4077
H -0.182 6.023 -0.283 0.2551
H -5.137 -3.881 0.622 0.3956
H 0.766 4.008 0.548 0.1100
H -2.216 -1.100 4.379 0.2128
H 1.313 -4.553 2.828 0.5320
H -0.044 0.513 3.893 0.3220
H 5.633 1.862 -1.729 0.4105
```

Values from the calculation:
spin multiplicity: 3
HOMO energy (spin up / spin down): -8.134 / -8.274 eV
Kohn-Sham gap (spin up / spin down): 8.5 / 5.8 eV
expectation value of S²: 2.015

2.
DFT (the ωB97M-V functional and the def2-TZVPD basis) results for a molecular structure, C31H37FIrN2O2SSi2 at a distorted geometry.

Geometry as XYZ:
```
77
Properties=species:S:1:pos:R:3:mulliken_charge:R:1
Ir -0.101 -0.619 -0.177 0.5514
S 3.797 -1.367 -2.813 -0.3180
Si -2.325 0.601 -0.307 1.1000
Si 0.101 -0.078 2.236 1.3971
F -4.169 -6.348 1.245 -0.3363
O -0.659 1.305 -2.923 -0.5457
O -0.499 2.987 -4.366 -0.5866
N 2.828 -0.974 1.026 0.2339
N 0.825 4.552 -2.857 -0.5513
C 1.322 -0.720 -2.991 -0.7965
C 0.112 -1.410 3.659 -1.5105
C -2.742 2.367 -0.998 -1.3980
C 3.507 -1.319 -0.073 0.4885
C -3.903 -0.379 -0.865 -1.2889
C -3.016 1.887 4.205 -0.7159
C 5.252 -2.303 1.249 -0.4602
C -2.579 0.986 1.611 0.3385
C 4.526 -1.961 2.384 -1.2822
C 4.745 -1.977 0.011 -1.1631
C -3.999 2.046 3.245 -0.8358
C 2.242 4.919 -2.948 -0.7579
C -0.430 -2.848 -0.909 -1.2737
C -1.831 1.259 3.873 -0.5576
C -0.215 2.381 -3.219 -0.3189
C -3.781 1.590 1.959 -0.5464
C -3.654 -4.658 -0.319 -0.6671
C 2.396 -1.043 -3.754 -0.5972
C -1.137 -4.435 0.843 -0.2720
C 2.997 3.876 -2.119 -0.7458
C 0.717 3.188 -2.320 1.1781
C 2.150 2.624 -2.311 -0.1822
C 1.300 1.333 2.834 -1.4920
C -2.738 -3.769 -0.837 -0.2169
C -1.446 -3.648 -0.285 0.1599
C -2.040 -5.335 1.357 -0.7550
C 2.884 -1.049 -1.339 0.9963
C -3.288 -5.443 0.762 0.4055
C 3.331 -1.287 2.207 -0.1985
C -1.611 0.799 2.580 0.1429
C 1.575 -0.684 -1.589 -0.5859
H -4.932 2.532 3.492 0.3944
H 6.201 -2.813 1.335 0.4188
H 2.998 4.162 -1.068 0.3079
H -0.872 -1.850 3.790 0.4224
H 4.025 3.746 -2.449 0.4317
H 2.376 2.157 -3.268 0.2479
H 2.752 -0.969 3.060 0.4356
H 0.305 5.205 -2.286 0.2616
H 4.882 -2.192 3.375 0.4326
H -0.154 -4.343 1.283 0.3825
H -3.894 -0.492 -1.944 0.3669
H -3.969 -1.368 -0.425 0.2871
H -0.072 3.877 -4.332 0.4354
H 5.281 -2.227 -0.889 0.3441
H -4.809 0.160 -0.601 0.4003
H -4.634 -4.772 -0.755 0.4430
H 0.309 3.156 -1.305 0.1638
H 1.516 1.243 3.895 0.3697
H -1.785 -5.970 2.190 0.4469
H 0.397 -0.968 4.609 0.3825
H -2.995 -3.177 -1.703 0.4436
H -2.673 2.390 -2.078 0.3431
H 2.279 1.887 -1.521 -0.0559
H -0.610 -2.666 -1.968 0.5535
H 0.849 2.308 2.677 0.4482
H 0.801 -2.220 3.450 0.4098
H -1.068 1.131 4.627 0.2548
H 2.416 5.939 -2.603 0.3830
H -3.754 2.651 -0.727 0.5298
H 0.575 -3.223 -0.712 0.5774
H -2.076 3.128 -0.601 0.2868
H 2.552 4.859 -3.998 0.2672
H -3.169 2.259 5.209 0.4066
H 2.455 -1.126 -4.824 0.4807
H 0.359 -0.502 -3.417 0.6204
H -4.552 1.723 1.217 0.2231
H 2.243 1.320 2.299 0.4166
```

Values from the calculation:
spin multiplicity: 2
HOMO energy (spin up / spin down): -7.243 / -7.980 eV
Kohn-Sham gap (spin up / spin down): 6.0 / 6.9 eV
expectation value of S²: 0.769

In order of appearance, total energy = -5590.9718; -2644.7818 Eh.
In order of appearance, ΔE to the lowest compared entry with this formula, charge and spin = 41.2; 71.6 kcal/mol.